Entry 1:
{"formula": "C4H13NO2S", "method": "ωB97M-V with the def2-TZVPD basis set", "smiles": "OCNCCCS.O", "orbital_gap_ev": 9.6, "homo_energy_ev": -8.97, "de_lowest_kcal_mol": 75.9, "spin_multiplicity": 1, "elements": ["C", "N", "C", "O", "C", "C", "S", "H", "H", "H", "H", "H", "H", "H", "H", "H", "H", "H", "H", "H", "O"], "coordinates": [[-0.30298, -0.05042, 0.83785], [-0.25740, -0.93965, -0.32763], [-1.37304, -1.40827, -1.04133], [-2.04476, -0.52279, -2.04718], [0.92553, 0.78414, 1.06354], [2.05342, -0.24513, 1.24274], [2.96925, -0.51071, -0.34639], [-0.16846, -0.75324, 1.80123], [-1.13609, 0.63764, 1.18520], [0.36167, -0.70562, -1.10512], [-0.99267, -2.36220, -1.66304], [-2.34465, -1.67865, -0.37932], [-1.40309, 0.11282, -2.38691], [1.13459, 1.55323, 0.36680], [0.79393, 1.25878, 2.07568], [2.90153, 0.22779, 1.92508], [1.90205, -1.30596, 1.66585], [2.21856, -1.43687, -1.10173], [-1.96251, 3.04831, -0.30242], [-1.82338, 1.88155, -1.04124], [-1.45152, 2.41526, -0.42166]]}

Entry 2:
{"formula": "C4H13NO3", "method": "ωB97M-V with the def2-TZVPD basis set", "smiles": "CNC(CO)CO.O", "orbital_gap_ev": 8.9, "homo_energy_ev": -8.65, "de_lowest_kcal_mol": 48.9, "spin_multiplicity": 1, "elements": ["C", "N", "C", "C", "O", "C", "O", "H", "H", "H", "H", "H", "H", "H", "H", "H", "H", "H", "H", "H", "O"], "coordinates": [[0.26730, -0.74123, -2.21283], [0.78092, 0.20901, -1.25884], [-0.04584, 0.42443, -0.07821], [0.87239, 0.67567, 1.12526], [0.08486, 0.70071, 2.34736], [-1.17287, 1.45278, -0.29240], [-1.92844, 1.73449, 0.86842], [-0.71460, -0.45020, -2.69734], [0.02854, -1.66130, -1.72913], [0.99817, -0.91463, -3.00545], [1.00534, 1.08293, -1.71634], [-0.46762, -0.56758, 0.23717], [1.38260, 1.64736, 1.09677], [1.71600, -0.01391, 1.22442], [0.04994, -0.21835, 2.61299], [-1.85799, 1.10012, -1.07928], [-0.73422, 2.40422, -0.57533], [-1.43765, 1.54113, 1.67176], [0.60117, -2.34381, 1.75341], [0.34114, -3.50478, 0.81194], [0.23087, -2.55706, 0.89565]]}

Entry 3:
{"formula": "C4H13NO3", "method": "ωB97M-V with the def2-TZVPD basis set", "smiles": "CN(C)CC=O.O.O", "orbital_gap_ev": 9.8, "homo_energy_ev": -9.29, "de_lowest_kcal_mol": 80.0, "spin_multiplicity": 1, "elements": ["C", "N", "C", "C", "C", "O", "H", "H", "H", "H", "H", "H", "H", "H", "H", "H", "H", "O", "H", "H", "O"], "coordinates": [[1.11900, 0.35212, -0.42492], [-0.10505, -0.05004, 0.27863], [-0.57942, 0.98526, 1.30099], [-0.01468, -1.32170, 0.96619], [0.23711, -2.40581, -0.08965], [0.91871, -3.43749, -0.04633], [1.93562, 0.05363, 0.31333], [1.21778, -0.41517, -1.36856], [1.12267, 1.57248, -0.62386], [-1.03442, 1.96316, 1.03281], [0.26107, 1.31677, 1.88887], [-1.54485, 0.62975, 1.93706], [-1.02299, -1.49737, 1.36234], [0.70793, -1.28146, 1.79251], [-0.37556, -2.30292, -1.00761], [-2.66145, -0.05558, -1.77550], [-1.30479, 0.30941, -1.03396], [-1.99105, 0.59283, -1.65968], [0.25403, 4.08169, -0.77743], [1.63446, 3.63871, -0.21665], [0.69407, 3.67942, -0.04267]]}

Entry 4:
{"formula": "C4H13NO3", "method": "ωB97M-V with the def2-TZVPD basis set", "orbital_gap_ev": [10.2, 5.1], "homo_energy_ev": [-14.08, -14.08], "de_lowest_kcal_mol": 41.5, "charge": 1, "spin_multiplicity": 2, "s2": 0.761, "elements": ["C", "N", "C", "C", "C", "O", "H", "H", "H", "H", "H", "H", "H", "H", "H", "H", "H", "O", "H", "H", "O"], "coordinates": [[0.22953, -2.24972, -0.82011], [1.37769, -1.54019, -0.24681], [1.20955, -0.47303, 0.71177], [2.03600, 0.74545, 0.37606], [1.34300, 1.57027, -0.73814], [-0.84645, -2.04974, -0.37629], [0.55129, -2.88803, -1.64775], [2.24555, -1.46686, -0.79712], [0.12719, -0.26575, 0.74162], [1.23428, -1.00276, 1.69281], [2.10670, 1.35596, 1.27300], [3.01459, 0.47618, -0.02659], [0.28593, 1.63570, -0.46669], [1.51237, 1.15739, -1.72571], [1.60229, 2.62904, -0.73805], [-3.87639, 1.11043, -0.78923], [-3.12845, 0.13006, -1.73006], [-3.38235, 0.31928, -0.84191], [-2.73799, 0.92385, 2.46216], [-2.40784, -0.14265, 1.37263], [-2.49648, 0.02512, 2.31440]]}

Entry 5:
{"formula": "C4H13NOP", "method": "ωB97M-V with the def2-TZVPD basis set", "smiles": "C[NH2+]C[C@H](C)PO", "orbital_gap_ev": 9.7, "homo_energy_ev": -13.02, "de_lowest_kcal_mol": 46.5, "charge": 1, "spin_multiplicity": 1, "elements": ["C", "C", "C", "C", "N", "O", "P", "H", "H", "H", "H", "H", "H", "H", "H", "H", "H", "H", "H", "H"], "coordinates": [[0.97447, -1.70649, 0.45787], [-2.41061, 1.07578, 0.11533], [-0.44186, -0.10674, -0.80901], [1.01106, -0.51818, -0.47960], [-0.98727, 0.72896, 0.30319], [3.55916, 0.50753, -0.24340], [2.10174, 0.86915, 0.32723], [1.05922, -1.42775, 1.51465], [1.77642, -2.44039, 0.37406], [0.01278, -2.24339, 0.42600], [-3.22354, 0.29151, 0.12013], [-2.85878, 1.51799, 1.03404], [-2.52356, 1.60446, -0.86074], [-1.10861, -0.93466, -0.79801], [-0.33316, 0.45830, -1.66372], [1.52949, -0.88574, -1.33609], [-0.40403, 1.57154, 0.31226], [-0.83560, 0.27585, 1.14921], [3.87549, -0.28216, 0.35962], [1.59086, 1.88106, -0.66655]]}

Entry 6:
{"formula": "C4H13NOP", "method": "ωB97M-V with the def2-TZVPD basis set", "orbital_gap_ev": 8.7, "homo_energy_ev": -13.26, "de_lowest_kcal_mol": 84.2, "charge": 1, "spin_multiplicity": 1, "elements": ["C", "C", "C", "C", "N", "O", "P", "H", "H", "H", "H", "H", "H", "H", "H", "H", "H", "H", "H", "H"], "coordinates": [[-2.36906, 1.95664, -2.37599], [-0.33832, -2.33162, 0.41131], [-0.82704, -1.20211, -1.80148], [-0.56910, 0.11386, 0.21280], [-1.06630, -1.25283, -0.27229], [0.75187, 0.07007, -0.02909], [-1.23796, 1.12959, 1.47662], [-3.05286, 1.87743, -3.22740], [-2.02108, 1.04603, -1.96539], [-2.82987, 2.61563, -1.59806], [-0.39957, -2.24877, 1.54489], [-0.88305, -3.17292, 0.09034], [0.72534, -2.31994, 0.06712], [-1.75112, -0.73096, -2.10679], [-0.01382, -0.56289, -2.07288], [-0.71358, -2.18612, -2.27656], [-2.04350, -1.39105, 0.07246], [1.20603, 0.87210, 0.21130], [-1.60022, 2.60772, -2.94516], [-2.53761, 0.92175, 1.13716]]}

Entry 7:
{"formula": "C4H13NOS", "method": "ωB97M-V with the def2-TZVPD basis set", "orbital_gap_ev": [5.4, 7.2], "homo_energy_ev": [-1.67, -3.43], "de_lowest_kcal_mol": 8.0, "charge": -1, "spin_multiplicity": 2, "s2": 0.756, "elements": ["C", "N", "C", "C", "S", "C", "H", "H", "H", "H", "H", "H", "H", "H", "H", "H", "H", "H", "H", "O"], "coordinates": [[-1.08264, 0.43964, 1.16022], [-0.01074, -0.37424, 0.60454], [-0.12356, -0.71579, -0.82457], [0.40387, 0.32250, -1.84641], [1.93840, 1.16298, -1.39613], [-1.38989, 1.72661, 0.41801], [-0.77106, 0.65772, 2.18437], [-1.97901, -0.17746, 1.22632], [0.84221, 0.18823, 0.64345], [0.47635, -1.61392, -0.96734], [-1.15501, -0.98014, -1.08870], [-0.36405, 1.07071, -2.05401], [0.53671, -0.22407, -2.78432], [2.83654, -0.22976, -0.11410], [-0.48293, 2.30587, 0.28977], [-2.15617, 2.31201, 0.92891], [-1.78011, 1.47443, -0.57215], [0.82894, -1.94134, 1.23107], [2.18665, -2.64133, 1.38620], [1.24551, -2.76264, 1.57487]]}

Entry 8:
{"formula": "C4H13NOS", "method": "ωB97M-V with the def2-TZVPD basis set", "smiles": "CN[C@H](C)CS.O", "orbital_gap_ev": 8.8, "homo_energy_ev": -8.02, "de_lowest_kcal_mol": 41.9, "spin_multiplicity": 1, "elements": ["C", "N", "C", "C", "S", "C", "H", "H", "H", "H", "H", "H", "H", "H", "H", "H", "H", "H", "H", "O"], "coordinates": [[-1.40737, 0.69702, 1.55492], [0.02638, 0.98302, 1.60099], [1.07263, 0.65756, 0.66101], [1.68801, -0.65750, 1.10897], [3.45265, -0.90379, 0.56163], [0.66925, 0.64808, -0.76821], [-1.87651, 1.15638, 0.67867], [-1.54591, -0.30952, 1.18356], [-1.67988, 0.92970, 2.58691], [0.22216, 1.60070, 2.39595], [1.76681, 1.50454, 0.74334], [1.58994, -0.90265, 2.17728], [1.23487, -1.46622, 0.50836], [3.77115, -1.83192, 1.52110], [1.47386, 0.64398, -1.50514], [0.06179, -0.21097, -1.14094], [0.01286, 1.45213, -1.03102], [-4.04675, -0.75762, -4.34139], [-2.94080, -1.77689, -4.58713], [-3.54512, -1.45602, -3.90888]]}

Entry 9:
{"formula": "C4H13NOS", "method": "ωB97M-V with the def2-TZVPD basis set", "smiles": "C[C@H](N)CCS.O", "orbital_gap_ev": 9.4, "homo_energy_ev": -8.74, "de_lowest_kcal_mol": 15.2, "spin_multiplicity": 1, "elements": ["C", "C", "C", "C", "S", "N", "H", "H", "H", "H", "H", "H", "H", "H", "H", "H", "H", "H", "H", "O"], "coordinates": [[-1.34783, 2.05235, -1.22328], [-0.59363, 0.81063, -0.72863], [-0.41667, 0.84105, 0.79264], [0.79645, -0.00142, 1.31066], [2.35886, 0.41944, 0.52518], [-1.42303, -0.35826, -1.14723], [-1.51428, 2.75691, -0.40124], [-0.77977, 2.61796, -1.96801], [-2.34055, 1.91602, -1.64517], [0.41311, 0.68240, -1.12812], [-1.33177, 0.40718, 1.20402], [-0.27378, 1.83176, 1.22548], [0.50380, -1.03378, 1.10820], [0.89337, 0.08956, 2.38951], [2.32358, 1.73340, 0.83585], [-0.99033, -1.20927, -0.80545], [-1.32458, -0.42714, -2.15812], [-2.38882, -3.75559, -0.06609], [-1.05810, -4.14041, 0.59520], [-1.44676, -3.59854, -0.09896]]}

Entry 10:
{"formula": "C4H13NOS", "method": "ωB97M-V with the def2-TZVPD basis set", "orbital_gap_ev": 9.1, "homo_energy_ev": -8.48, "de_lowest_kcal_mol": 41.2, "spin_multiplicity": 1, "elements": ["C", "O", "C", "H", "H", "H", "H", "H", "C", "C", "S", "N", "H", "H", "H", "H", "H", "H", "H", "H"], "coordinates": [[-0.02890, 2.07115, 0.76024], [-0.70455, 1.07033, 0.08000], [-0.36703, 2.07065, 2.23646], [-0.31849, 3.03548, 0.32423], [1.05872, 1.96274, 0.62814], [0.13284, 2.89820, 2.75144], [-0.02553, 1.15256, 2.71967], [-1.44382, 2.17388, 2.37228], [-0.25588, -1.69975, -1.45449], [1.04148, -1.29771, -0.76524], [2.34448, -2.42691, -1.37548], [-1.44740, -0.99915, -0.90580], [-0.40610, -2.77738, -1.34565], [-0.18344, -1.47208, -2.51788], [0.95254, -1.43205, 0.30983], [1.29409, -0.27515, -1.02100], [3.33097, -1.93787, -0.61626], [-2.08019, -0.69579, -1.63283], [-0.96681, 0.07449, -0.37157], [-1.92697, -1.49565, -0.17607]]}

Entry 11:
{"formula": "C4H13NOS2", "method": "ωB97M-V with the def2-TZVPD basis set", "smiles": "CCSSCCN.O", "orbital_gap_ev": 8.9, "homo_energy_ev": -8.35, "de_lowest_kcal_mol": 23.5, "spin_multiplicity": 1, "elements": ["N", "C", "C", "S", "S", "C", "C", "H", "H", "H", "H", "H", "H", "H", "H", "H", "H", "H", "H", "H", "O"], "coordinates": [[1.04482, -0.16679, 3.16867], [1.28051, -0.00702, 1.73561], [0.62258, -1.08057, 0.79849], [-1.12376, -1.36649, 0.95843], [-2.12327, 0.36565, 0.68233], [-1.95186, 1.31130, -0.93086], [-0.62602, 1.32551, -1.55114], [0.58588, -1.04167, 3.38711], [0.45522, 0.57065, 3.52862], [2.38286, -0.09732, 1.60247], [0.94433, 0.94924, 1.36087], [1.01602, -2.06262, 0.95988], [0.90805, -0.81816, -0.21737], [-2.28710, 2.25394, -0.50700], [-2.71492, 0.97243, -1.67866], [-0.46283, 0.44449, -2.15579], [-0.50673, 2.14342, -2.29900], [0.29188, 1.53176, -1.00671], [0.59887, -1.97750, -1.89214], [0.59299, -1.76012, -3.36567], [1.07247, -1.49016, -2.57815]]}